Entry 1:
This record from the Open Molecules 2025 dataset describes a cluster of 2 separate species, C3H9N2S in total. The level of theory is wB97M-V/def2-TZVPD.

Structure (XYZ):
```
15
Properties=species:S:1:pos:R:3:forces:R:3
H -0.0654 1.2936 -0.8862 -0.4 0.2 0.0
H 0.3566 -1.5900 0.8337 0.4 -0.3 -0.4
C 1.3142 1.4221 0.7459 0.3 0.6 -1.0
H -1.3468 -0.6981 -0.1463 0.2 0.1 0.1
H 2.0490 0.8548 0.1526 -0.1 0.0 0.2
S 0.4903 0.3955 1.9493 -0.3 -0.4 0.6
H -2.7946 -1.9584 -1.2785 0.0 0.3 -0.2
N -1.9060 -2.4260 -1.1668 0.2 -0.5 0.1
C -1.1036 -1.7087 -0.4731 -0.2 -0.1 0.2
H 1.8953 2.2082 1.2439 -0.1 0.0 0.0
N 0.1143 -2.1440 -0.0197 -0.9 0.7 -0.1
H 0.1450 -3.1505 -0.0359 0.4 -0.1 0.3
H 0.9035 2.7788 -0.9340 -0.1 0.1 0.0
H -0.4043 2.6273 0.2945 -0.2 0.0 -0.3
C 0.3525 2.0955 -0.2793 0.9 -0.5 0.7
```
Forces are in eV/Å.

Output
2S+1: 1
Total charge: -1
Electronic energy: -627.43771 Ha
E_LUMO: 4.1 eV



Entry 2:
This record from the Open Molecules 2025 dataset describes a cluster of 2 separate species, C3H9N2S in total. The level of theory is wB97M-V/def2-TZVPD.

Structure (XYZ):
```
15
Properties=species:S:1:pos:R:3:forces:R:3
C 3.6440 0.0881 0.0725 -2.4 -0.3 -0.9
H 4.3781 -0.3933 -0.5382 0.6 0.1 -0.1
H -1.4711 0.5381 -1.5503 0.6 0.7 -1.1
C -1.9408 0.8371 -0.6462 -1.1 -1.2 0.9
H -1.4752 0.1315 1.4040 -0.6 -1.6 -1.9
H -3.0220 0.6952 -0.8056 0.0 0.4 -0.1
H -1.7735 1.7785 -0.1787 0.5 0.8 -0.5
H -1.6983 -1.5475 -1.0992 -0.2 -1.1 -0.3
S 2.0864 -0.2893 -0.3837 2.5 1.3 2.2
H -1.6609 -2.1309 0.6137 0.3 -1.6 0.0
H 3.8388 0.8314 0.8579 0.0 -0.6 -0.4
N -1.6641 -1.4505 -0.1034 0.1 2.0 1.2
N 1.0601 0.3216 0.6070 -1.5 -0.4 -0.6
C -1.6538 -0.2303 0.3092 0.7 1.5 1.8
H 1.3523 0.8202 1.4410 0.5 -0.1 -0.2
```
Forces are in eV/Å.

Output
2S+1: 1
Total charge: +1
Electronic energy: -627.05510 Ha
E_LUMO: -4.2 eV



Entry 3:
This record from the Open Molecules 2025 dataset describes a cluster of 2 separate species, C3H9N2S in total. The level of theory is wB97M-V/def2-TZVPD.

Structure (XYZ):
```
15
Properties=species:S:1:pos:R:3:forces:R:3
C 0.6230 1.6371 -0.5413 -2.6 0.4 0.0
H 1.1425 -1.0913 1.3461 0.7 0.7 -0.1
S 0.8818 -2.6996 -0.3685 1.2 0.5 0.2
H -0.0064 3.4137 0.0357 1.2 4.4 0.7
H 1.5966 2.1050 -0.6275 0.2 -0.5 0.2
H -0.6575 0.0254 -0.9417 -1.7 -0.6 -0.5
C 0.3652 -1.3950 0.6845 -2.6 -1.2 0.9
N -0.3436 2.5585 -0.0908 0.1 -5.9 -1.4
H 1.1527 -0.2023 -1.4020 -0.8 0.3 -0.1
H -0.1543 -3.4463 -0.7660 -0.8 0.5 0.4
H -1.3223 2.4323 -0.3342 0.5 0.1 0.2
H -1.1847 -0.6282 2.0544 1.2 -2.2 -3.0
N -0.8872 -1.2915 1.1912 3.4 3.2 3.4
H -1.5316 -1.7602 0.6922 -3.3 -1.6 -1.5
C 0.3257 0.3423 -0.9320 3.3 1.8 0.5
```
Forces are in eV/Å.

Output
2S+1: 1
Total charge: +1
Electronic energy: -627.06752 Ha
E_LUMO: -4.9 eV



Entry 4:
This record from the Open Molecules 2025 dataset describes the ion C3H9N2S with charge +1. The level of theory is wB97M-V/def2-TZVPD.

Structure (XYZ):
```
15
Properties=species:S:1:pos:R:3:forces:R:3
H -2.8861 0.3142 -0.1939 -0.7 -1.0 -1.0
H -1.6422 -1.8868 -0.3508 1.5 1.1 -1.3
C 0.6886 0.6988 -0.1103 -1.8 -0.9 1.2
H -0.2477 -0.8210 1.0629 0.2 -0.2 3.0
S -2.0800 0.9410 0.6000 -1.5 2.5 1.8
C -0.5155 -0.1970 0.2885 4.8 0.4 -4.5
H 0.1213 -2.0055 -0.8759 -1.3 1.3 0.4
H 2.2138 1.0668 -1.5339 -1.1 -0.3 0.6
C -0.7506 -1.2446 -0.7659 -0.9 -2.4 -0.8
N 1.4128 0.4959 -1.2117 0.6 0.1 -0.9
H 1.2070 -0.3035 -1.7912 0.1 0.0 0.2
H 0.1729 2.1028 1.3012 0.3 -0.5 -0.2
H -0.9383 -0.8577 -1.8062 -0.3 -0.4 1.1
H 1.6027 2.4067 0.5872 2.5 1.7 -0.6
N 0.8720 1.7987 0.6288 -2.5 -1.3 1.0
```
Forces are in eV/Å.

Output
2S+1: 3
<S²>: 2.0068
Total charge: +1
Electronic energy: -626.99610 Ha
E_LUMO (spin up / spin down): -3.1 / -7.7 eV



Entry 5:
This record from the Open Molecules 2025 dataset describes an isolated molecule of C3H9N3. The level of theory is wB97M-V/def2-TZVPD.

Structure (XYZ):
```
15
Properties=species:S:1:pos:R:3:forces:R:3
H -1.1580 -1.6879 -0.5925 0.6 3.4 1.2
N 1.1537 -0.6448 0.0384 2.1 -3.2 0.9
H -2.4286 1.2237 -0.3645 0.4 -3.8 1.6
C 2.4540 0.0512 -0.0009 0.1 -2.2 1.1
H 1.1809 -1.7046 0.3829 -0.5 3.6 -1.0
H 3.2217 -0.7721 0.0796 -0.6 1.1 0.2
H 2.5138 0.7771 0.8049 0.3 0.0 0.1
H -0.6901 1.9311 -0.3786 1.3 -1.6 1.0
H -2.3537 0.0239 1.3631 -0.6 0.5 -3.2
H -3.2477 -0.5254 -0.3242 1.6 0.6 1.0
C -2.3186 -0.0040 0.1248 -2.7 2.4 1.3
H 2.6360 0.5431 -0.9192 -0.2 0.6 -1.0
N 0.1194 1.3443 -0.0124 -0.8 3.5 -0.5
N -1.1114 -0.6568 -0.1862 -0.7 -2.6 -1.6
C 0.0287 0.1013 -0.0153 -0.3 -2.3 -1.0
```
Forces are in eV/Å.

Output
Structure (SMILES): CNC(=N)NC
2S+1: 1
Total charge: 0
Electronic energy: -283.89787 Ha
E_LUMO: 0.9 eV



Entry 6:
This record from the Open Molecules 2025 dataset describes an isolated molecule of C3H9N3. The level of theory is wB97M-V/def2-TZVPD.

Structure (XYZ):
```
15
Properties=species:S:1:pos:R:3:forces:R:3
H 1.1435 2.0742 0.4110 0.0 0.0 -0.2
C -1.3267 0.0080 -0.3584 -0.8 -0.3 0.1
H 1.0033 1.3312 -1.2310 0.1 0.0 0.4
N -2.6061 -0.0010 -0.2556 1.0 0.2 -0.1
H -2.8592 -0.0002 0.7297 -0.2 0.0 0.2
H 1.0458 -1.2483 -1.2485 0.3 -0.2 0.3
H 2.5476 -1.1635 -0.2462 -0.2 -0.1 -0.1
C 1.4254 1.2213 -0.2076 -0.1 0.0 -0.2
H 1.1484 -2.1099 0.3407 0.1 0.6 -0.3
H 2.5171 1.2125 -0.3112 -0.2 -0.1 0.2
N 0.9737 0.0013 0.4662 0.6 -0.3 -0.4
C 1.4554 -1.2060 -0.2196 -0.3 0.0 0.2
H -0.8885 -0.0057 -1.3418 0.1 0.0 -0.4
H -0.7445 0.1287 1.6070 0.5 -0.3 -0.9
N -0.4016 -0.0516 0.6471 -1.0 0.4 1.4
```
Forces are in eV/Å.

Output
Structure (SMILES): [H]/N=C\NN(C)C
2S+1: 1
Total charge: 0
Electronic energy: -283.91411 Ha
E_LUMO: 1.0 eV